No. 1
{
  "formula": "C17H21Br2N2O2PPdS2",
  "method": "ωB97M-V/def2-TZVPD",
  "total_energy_ev": -199560.39296,
  "homo_energy_ev": [-10.4, -11.3],
  "multiplicity": 6,
  "s_squared": 8.8313,
  "charge": 1,
  "homo_lumo_gap_ha": [0.292, 0.186],
  "de_lowest_kcal_mol": 0.0,
  "max_force_ev_per_a": 0.30,
  "species": ["Pd", "Br", "C", "Br", "H", "H", "C", "C", "O", "P", "S", "S", "O", "C", "C", "H", "H", "H", "H", "H", "H", "H", "H", "H", "H", "C", "C", "C", "C", "C", "C", "N", "N", "C", "C", "C", "C", "C", "C", "H", "H", "H", "H", "H", "H", "H", "H", "H"],
  "xyz": [[-0.68743, -1.12928, -0.40791], [-1.75818, 0.00389, -2.90906], [-2.81710, -1.60400, -3.06648], [-1.92478, -3.09867, -2.24511], [-2.95550, -1.81689, -4.11797], [-3.75330, -1.43828, -2.55039], [5.08603, -1.36854, 2.95062], [3.98695, -0.51991, 2.36509], [2.81686, -1.36718, 2.14425], [2.05612, -1.41220, 0.78310], [0.59398, -2.77585, 0.86458], [1.17894, 0.32156, 0.24139], [3.22111, -1.78074, -0.22305], [2.98896, -1.99884, -1.63675], [3.11985, -3.46843, -1.95457], [5.95337, -0.74266, 3.16246], [5.38110, -2.14904, 2.25052], [4.75610, -1.83283, 3.87871], [4.28795, -0.07071, 1.41851], [3.66303, 0.26394, 3.04681], [3.74279, -1.40530, -2.15114], [2.00580, -1.60815, -1.90829], [4.11116, -3.82969, -1.68459], [2.97399, -3.62417, -3.02436], [2.37342, -4.04736, -1.41160], [-0.42741, 5.41515, -1.71754], [0.20571, 4.22802, -2.11311], [-0.18131, 3.02632, -1.58758], [-1.23834, 2.99176, -0.63269], [-1.87879, 4.20626, -0.23155], [-1.46536, 5.39197, -0.77738], [-1.60421, 1.82027, -0.14544], [-2.55011, 1.60041, 0.71429], [-2.96948, 0.43614, 1.17026], [-4.05924, 0.49078, 2.10471], [-4.57173, -0.65980, 2.60260], [-4.03177, -1.90754, 2.20318], [-2.97092, -1.96830, 1.30734], [-2.38624, -0.83283, 0.76924], [-0.10961, 6.35817, -2.14035], [1.00887, 4.26468, -2.83612], [0.30722, 2.10124, -1.86373], [-2.67610, 4.15249, 0.49590], [-1.94320, 6.31511, -0.47962], [-4.45341, 1.45967, 2.37947], [-5.39463, -0.62915, 3.30344], [-4.44063, -2.82112, 2.61433], [-2.57054, -2.94037, 1.04555]],
  "forces_ev_per_a": [[-0.034, 0.108, 0.107], [-0.032, 0.001, -0.043], [0.010, -0.020, 0.000], [-0.001, 0.023, 0.035], [0.011, 0.001, -0.008], [-0.001, 0.004, 0.012], [-0.026, 0.013, -0.021], [-0.028, -0.035, -0.020], [0.019, 0.048, 0.145], [-0.238, -0.088, -0.162], [0.137, -0.002, -0.041], [0.030, -0.004, -0.015], [0.035, -0.024, 0.013], [0.057, -0.025, 0.012], [-0.021, 0.020, 0.000], [0.002, -0.009, 0.007], [0.008, 0.002, 0.004], [0.011, -0.001, 0.004], [0.004, 0.015, 0.004], [0.006, 0.015, -0.006], [-0.016, 0.016, -0.004], [-0.026, 0.006, 0.003], [-0.004, -0.011, 0.000], [0.009, -0.006, 0.003], [0.003, -0.001, -0.003], [-0.020, -0.002, 0.020], [0.008, 0.038, -0.015], [0.057, -0.001, -0.045], [-0.087, 0.041, 0.062], [0.011, -0.038, 0.004], [0.033, -0.029, -0.024], [-0.041, -0.040, 0.041], [0.078, 0.087, -0.087], [0.033, -0.192, 0.035], [-0.006, 0.064, -0.034], [-0.023, -0.068, 0.012], [0.038, -0.015, -0.018], [-0.085, 0.058, 0.065], [0.100, 0.064, -0.069], [0.000, -0.003, -0.001], [-0.002, -0.001, 0.003], [-0.005, 0.001, 0.017], [-0.001, 0.009, 0.001], [0.002, 0.004, -0.004], [0.009, -0.006, 0.005], [0.005, -0.009, 0.002], [-0.008, 0.009, -0.002], [-0.009, -0.015, 0.005]],
  "mulliken_spin": [1.13, 0.04, 0.00, 0.04, 0.00, 0.00, 0.00, 0.00, 0.00, 0.02, 0.29, 0.28, -0.01, 0.00, 0.00, 0.00, 0.00, 0.00, 0.00, 0.00, 0.00, -0.01, 0.00, 0.00, 0.00, 0.27, -0.08, 0.18, 0.09, 0.26, -0.07, 0.68, 0.80, 0.20, 0.14, -0.02, 0.28, -0.13, 0.58, 0.01, 0.00, 0.01, 0.01, 0.00, -0.01, 0.00, 0.01, 0.01]
}

No. 2
{
  "formula": "C5H13NO3",
  "method": "ωB97M-V/def2-TZVPD",
  "total_energy_ev": -13026.83484,
  "homo_energy_ev": -9.6,
  "smiles": "N[C@H](O)C(=O)O.CCC",
  "homo_lumo_gap_ha": 0.378,
  "de_lowest_kcal_mol": 55.3,
  "max_force_ev_per_a": 5.39,
  "species": ["N", "C", "O", "C", "O", "O", "H", "H", "H", "H", "H", "C", "C", "C", "H", "H", "H", "H", "H", "H", "H", "H"],
  "xyz": [[1.01470, -1.57403, -1.37926], [0.93335, -1.73526, 0.04705], [0.84648, -3.08533, 0.47702], [-0.31442, -0.99754, 0.56330], [-1.41825, -1.25631, 0.08824], [-0.18682, -0.67522, 1.87413], [0.13355, -1.83944, -1.80945], [1.76884, -2.12956, -1.76152], [1.83308, -1.33666, 0.52132], [-0.01207, -3.43449, 0.20093], [-1.07181, -0.59992, 2.26386], [-1.44223, 1.54562, -0.77140], [0.06461, 1.31918, -0.36914], [0.53525, 1.98626, 0.91163], [-1.62482, 1.51691, -1.84370], [-1.95791, 0.67514, -0.32991], [-1.83809, 2.46969, -0.35627], [0.12372, 2.13121, -1.16692], [0.65398, 0.56845, -0.88560], [0.64375, 3.06337, 0.79840], [1.50050, 1.57503, 1.21814], [-0.18540, 1.81289, 1.70914]],
  "forces_ev_per_a": [[-0.055, -0.030, 0.151], [0.420, 0.582, -0.596], [-0.182, 0.220, 0.196], [-1.809, -3.074, 1.194], [1.380, 0.780, 0.124], [0.296, 0.402, -0.558], [0.080, 0.016, -0.019], [-0.073, -0.036, 0.022], [-0.099, -0.063, -0.061], [0.056, 0.050, -0.018], [0.000, 0.058, -0.247], [-0.632, -2.687, 1.708], [-0.796, 4.263, -3.197], [-0.011, -0.501, 0.160], [0.223, 0.027, -0.030], [-0.779, 0.705, -0.314], [0.182, 0.073, 0.040], [2.152, -0.422, 0.651], [-0.361, -0.476, 0.496], [0.004, 0.008, -0.060], [-0.117, 0.108, 0.134], [0.119, -0.004, 0.224]],
  "lowdin_charge": [0.07, -0.39, 0.01, -0.49, 0.06, 0.10, 0.09, 0.09, 0.16, 0.10, 0.14, -0.11, -0.31, -0.12, 0.07, 0.04, 0.08, 0.11, 0.08, 0.07, 0.08, 0.06]
}

No. 3
{
  "formula": "C34H42AsGeOsPS5Si2",
  "method": "ωB97M-V/def2-TZVPD",
  "total_energy_ev": -234968.64664,
  "homo_energy_ev": [-12.8, -13.6],
  "multiplicity": 5,
  "s_squared": 6.0444,
  "charge": 2,
  "homo_lumo_gap_ha": [0.234, 0.195],
  "de_lowest_kcal_mol": 16.1,
  "max_force_ev_per_a": 2.25,
  "species": ["Os", "S", "C", "S", "C", "C", "S", "S", "S", "Ge", "C", "C", "C", "C", "C", "C", "C", "C", "C", "C", "C", "C", "H", "H", "H", "H", "H", "H", "H", "H", "H", "H", "H", "C", "P", "C", "C", "C", "C", "C", "C", "C", "C", "C", "C", "C", "C", "H", "H", "H", "H", "H", "H", "H", "H", "H", "H", "H", "H", "H", "C", "Si", "C", "C", "As", "Si", "C", "C", "C", "H", "H", "H", "H", "H", "H", "H", "H", "H", "H", "H", "H", "H", "H", "H", "H", "H", "H"],
  "xyz": [[-0.23038, -0.72756, 0.60033], [-1.86076, -5.47902, 5.66794], [-1.60745, -4.33566, 4.54614], [-1.96378, -4.56974, 2.84911], [-1.41983, -3.01599, 2.31647], [-0.94758, -2.15716, 3.29892], [-0.41679, -0.56381, 3.01136], [-0.95259, -2.76386, 4.92525], [-1.55648, -2.60288, 0.65724], [-0.49864, -0.36209, -1.82043], [0.09456, 1.33335, -2.62036], [-0.28899, 1.58646, -3.93887], [0.22969, 2.66877, -4.63188], [1.15222, 3.50907, -4.02171], [1.54748, 3.26587, -2.71464], [1.00870, 2.19115, -2.01749], [0.48545, -1.76888, -2.81322], [0.19217, -3.11430, -2.60369], [0.83117, -4.09463, -3.34710], [1.77031, -3.73161, -4.30347], [2.05199, -2.39170, -4.52783], [1.42440, -1.40767, -3.77539], [-1.93062, -0.46749, -2.36535], [-0.99018, 0.91380, -4.42139], [-0.07101, 2.84359, -5.65650], [1.56568, 4.34557, -4.56890], [2.29318, 3.89998, -2.24988], [1.30162, 2.01317, -0.98593], [-0.54333, -3.39469, -1.85702], [0.59259, -5.13616, -3.17393], [2.28289, -4.49405, -4.87439], [2.76310, -2.10163, -5.29001], [1.64076, -0.36260, -3.95902], [3.17940, -0.07787, -0.66625], [2.03409, -0.21724, 0.74874], [2.90368, 0.64656, 2.07381], [2.38255, 1.79413, 2.66117], [3.13654, 2.48687, 3.59730], [4.39565, 2.02642, 3.95138], [4.90516, 0.86441, 3.38370], [4.16402, 0.17288, 2.44215], [2.12025, -1.99242, 1.18884], [2.12836, -2.42498, 2.52214], [2.00178, -3.77126, 2.81057], [1.83932, -4.69717, 1.78240], [1.85537, -4.28364, 0.46010], [1.99586, -2.93728, 0.16017], [4.08804, -0.63081, -0.43148], [3.43480, 0.97040, -0.81599], [2.73426, -0.46895, -1.58125], [1.39175, 2.13853, 2.38284], [2.74505, 3.39156, 4.04222], [4.98748, 2.57263, 4.67310], [5.88480, 0.50048, 3.66223], [4.56264, -0.73118, 1.99807], [2.23782, -1.70383, 3.32164], [2.00817, -4.09795, 3.84262], [1.71544, -5.74557, 2.02062], [1.74258, -5.00097, -0.34174], [2.02625, -2.62297, -0.87526], [-2.55411, 3.55919, -1.83133], [-1.82572, 3.73020, -0.11247], [-2.97710, 4.19772, 1.30091], [-0.11642, 4.44314, 0.16533], [-1.69077, 1.06137, 0.59683], [-4.10674, 0.15158, 0.45371], [-4.44505, -0.70857, -1.17934], [-4.22671, -0.95444, 1.97898], [-5.12527, 1.71421, 0.70343], [-3.13837, 4.44418, -2.09311], [-3.20339, 2.68421, -1.88186], [-1.76646, 3.44026, -2.57675], [-2.58461, 5.05350, 1.85106], [-3.05782, 3.35945, 1.99277], [-3.97439, 4.45888, 0.94871], [-0.19037, 5.53092, 0.24378], [0.57099, 4.21180, -0.64353], [0.30006, 4.07133, 1.10289], [-3.82494, -1.59488, -1.31235], [-4.29055, -0.05268, -2.03581], [-5.48953, -1.03108, -1.19247], [-4.26082, -2.00758, 1.70386], [-5.13997, -0.73031, 2.53347], [-3.38251, -0.78806, 2.64846], [-4.98816, 2.43847, -0.09944], [-4.87979, 2.18807, 1.65242], [-6.18217, 1.44069, 0.73359]],
  "forces_ev_per_a": [[1.374, -1.059, 0.939], [0.045, 0.230, -0.273], [-0.094, -0.455, 0.423], [0.218, 0.570, -0.030], [-0.449, -0.781, 0.060], [0.041, 0.377, 0.755], [-0.171, -0.068, -0.047], [-0.051, 0.056, -0.513], [-0.062, -0.281, -0.210], [-0.350, 0.715, -1.590], [0.207, -0.204, 0.231], [-0.033, -0.100, 0.123], [-0.082, -0.027, -0.096], [0.018, 0.008, 0.021], [0.072, 0.005, -0.035], [-0.030, -0.169, -0.069], [-0.006, -0.016, 0.457], [-0.082, 0.029, -0.021], [-0.070, 0.012, 0.085], [0.038, -0.032, -0.015], [0.060, 0.055, -0.021], [-0.038, 0.018, 0.082], [-0.177, -0.123, 0.190], [-0.004, 0.061, -0.099], [-0.010, 0.040, 0.003], [0.025, -0.007, 0.001], [-0.048, 0.051, 0.019], [0.053, 0.051, -0.037], [0.030, -0.095, -0.025], [0.020, -0.021, -0.064], [-0.024, 0.001, -0.034], [0.022, -0.044, -0.005], [0.086, -0.003, -0.024], [-0.265, 0.178, -0.074], [1.267, -0.410, -0.060], [-0.344, 0.032, -0.051], [-0.014, -0.077, -0.066], [-0.039, 0.077, 0.005], [0.013, -0.009, 0.014], [0.011, -0.014, -0.044], [-0.003, 0.077, -0.023], [-0.363, 0.152, -0.155], [0.047, -0.156, 0.014], [-0.018, 0.157, 0.071], [0.031, -0.036, -0.061], [-0.066, -0.055, -0.001], [0.117, 0.089, -0.025], [-0.009, -0.009, 0.042], [-0.022, -0.002, -0.024], [0.006, -0.013, 0.025], [0.013, 0.042, 0.011], [-0.006, -0.012, 0.034], [-0.017, 0.007, 0.020], [-0.004, 0.022, 0.039], [0.030, 0.001, 0.003], [-0.012, -0.016, 0.021], [0.059, -0.032, -0.005], [0.025, -0.014, -0.010], [0.045, -0.007, -0.005], [-0.025, -0.017, 0.007], [0.364, 0.085, 0.340], [0.093, -0.418, 0.359], [0.176, -0.101, -0.397], [-0.274, -0.254, -0.237], [-1.522, 1.593, -0.457], [0.023, 0.101, 0.254], [0.232, 0.172, 0.294], [0.007, 0.143, -0.328], [0.352, -0.310, -0.134], [-0.045, 0.040, 0.100], [-0.054, 0.038, 0.000], [0.021, -0.020, 0.053], [0.131, -0.008, -0.037], [-0.046, 0.113, 0.089], [-0.021, -0.068, -0.020], [-0.125, 0.023, 0.035], [-0.083, 0.049, 0.066], [-0.055, 0.025, 0.046], [0.016, -0.001, 0.020], [0.001, 0.034, 0.016], [-0.047, 0.038, 0.111], [0.029, -0.026, -0.015], [-0.026, 0.099, -0.050], [-0.014, -0.016, 0.050], [-0.041, 0.010, -0.014], [-0.058, -0.021, 0.015], [-0.021, -0.070, -0.041]],
  "mulliken_spin": [1.14, 0.28, -0.09, 0.09, 0.22, 0.13, 0.40, 0.05, 0.20, -0.09, 0.15, 0.00, 0.00, 0.00, 0.00, 0.01, 0.10, 0.02, -0.01, 0.02, 0.00, 0.02, 0.02, 0.00, 0.00, 0.00, 0.00, -0.03, -0.01, 0.00, 0.00, 0.00, 0.00, 0.01, 0.06, 0.02, -0.01, 0.00, 0.00, 0.00, 0.00, -0.06, 0.01, -0.01, 0.01, -0.01, 0.08, 0.00, 0.00, 0.00, 0.02, 0.00, 0.00, 0.00, 0.00, 0.01, 0.00, 0.00, 0.00, -0.01, 0.04, 0.11, 0.03, 0.01, 0.92, 0.07, 0.02, 0.02, 0.02, 0.00, 0.00, 0.00, 0.00, 0.00, 0.00, 0.00, 0.00, 0.00, 0.00, 0.00, 0.01, 0.00, 0.00, 0.00, 0.00, 0.00, 0.00]
}